The following is a quantum chemistry calculation of C34H45N7Pb as an isolated structure, from OMol25.

CARTESIAN COORDINATES (ANGSTROEM)
1 Pb 0.15246 0.07297 0.18468
2 N 1.68077 -3.11247 3.33986
3 N 0.23551 -2.73394 -2.02479
4 C 1.99588 2.41914 0.22591
5 C 2.95257 1.39176 0.53183
6 C 2.79564 1.05021 1.90365
7 C 3.52865 0.00701 2.65043
8 H 4.36419 -0.39690 2.07664
9 H 2.84883 -0.88430 2.86781
10 H 3.86515 0.38065 3.61914
11 C 1.73927 1.82668 2.44755
12 C 1.32249 1.79887 3.87010
13 H 1.95056 2.51281 4.43035
14 H 1.46461 0.81122 4.33237
15 H 0.27095 2.08900 4.01190
16 C 1.25715 2.69874 1.42461
17 C 0.30280 3.81774 1.62938
18 H -0.42760 3.59751 2.42264
19 H -0.26285 4.07930 0.72236
20 H 0.86987 4.71317 1.94249
21 C 3.88936 0.78925 -0.44810
22 H 4.73790 1.47365 -0.63211
23 H 3.39554 0.60675 -1.42209
24 H 4.29887 -0.16349 -0.08259
25 C 1.85850 3.07699 -1.10064
26 H 0.86211 3.52794 -1.23932
27 H 2.01680 2.36118 -1.92612
28 H 2.61492 3.87553 -1.22390
29 C 0.82617 -3.58070 4.26390
30 H 0.91836 -3.31386 5.35668
31 C -0.20549 -4.47597 3.86431
32 H -0.65889 -5.20516 4.58106
33 C -0.52849 -4.53161 2.46143
34 H -1.31164 -5.20973 2.10266
35 C 0.20609 -3.61668 1.57247
36 H 0.11350 -3.68405 0.48763
37 C 1.01710 -2.62676 2.27065
38 C 1.47775 -1.18352 2.14200
39 H 2.04288 -1.44893 1.16046
40 C 0.36304 -1.35303 -1.92390
41 C 1.26931 -3.13930 -2.83398
42 H 1.91030 -4.00745 -2.56985
43 C 1.29354 -2.17689 -3.82253
44 H 1.42712 -2.38775 -4.86850
45 N 0.71866 -1.01323 -3.23522
46 C 0.61669 0.22250 -3.79086
47 C 1.72530 0.56397 -4.57966
48 C 1.54791 1.70041 -5.37209
49 H 2.27841 1.91164 -6.19011
50 C 0.40649 2.48747 -5.15678
51 C 0.26242 3.68649 -6.03001
52 H -0.25997 4.48029 -5.47711
53 H -0.32380 3.35462 -6.90369
54 H 1.27490 3.98688 -6.33825
55 C -0.67968 2.13002 -4.31389
56 H -1.64863 2.69354 -4.32967
57 C -0.56371 0.96188 -3.54310
58 C -1.74832 0.57625 -2.67701
59 H -1.93333 -0.49409 -2.56650
60 H -2.66719 0.97840 -3.14746
61 H -1.79175 1.01314 -1.65460
62 C 3.00377 -0.21062 -4.63628
63 H 2.94794 -1.16900 -5.17064
64 H 3.51354 -0.39586 -3.67678
65 H 3.71371 0.38369 -5.23217
66 C -2.98687 0.77883 1.71519
67 N -2.11835 -0.44228 1.48538
68 C -2.88776 -1.39744 0.58775
69 N -4.23116 -1.70067 1.11135
70 C -4.99409 -0.44444 1.27637
71 N -4.32092 0.45080 2.23116
72 C -4.12792 -0.23973 3.52237
73 N -3.31369 -1.47589 3.37721
74 C -1.98982 -1.15120 2.81260
75 C -4.05006 -2.34510 2.42751
76 H -3.12556 1.30961 0.76510
77 H -2.52858 1.42338 2.47921
78 H -2.33190 -2.34644 0.53059
79 H -2.98923 -0.95402 -0.41246
80 H -6.00712 -0.65739 1.64835
81 H -5.04748 0.06570 0.30168
82 H -3.60761 0.46139 4.19056
83 H -5.11906 -0.50952 3.91392
84 H -1.42943 -0.51211 3.50964
85 H -1.41543 -2.07646 2.65131
86 H -5.03866 -2.56319 2.85686
87 H -3.47420 -3.26777 2.26174

Gap between HOMO and LUMO (spin up / spin down) in eV: 3.12 / 3.12
LUMO level (spin up / spin down) in eV: 4.27 / 4.27
Net charge: -2

=====

The following is a quantum chemistry calculation of C34H46BCl5IrN6O as an isolated structure, from OMol25.

CARTESIAN COORDINATES (ANGSTROEM)
1 Ir 1.36948 -0.87359 0.03694
2 C 0.90821 -1.54723 5.01787
3 C 1.90716 -1.10970 3.93054
4 C 2.61288 -2.34123 3.37756
5 C 1.23901 -0.07080 3.03887
6 C 0.96531 1.17236 3.58147
7 C 0.32207 1.93377 2.62132
8 C -0.02359 3.38952 2.77270
9 C 0.73457 4.21596 1.73077
10 C -1.51803 3.70610 2.83544
11 N 0.18654 1.17104 1.52494
12 N 0.73164 -0.06867 1.77230
13 B -0.67646 1.37616 0.23702
14 N 0.28417 1.72891 -0.91024
15 N 1.39536 0.94493 -1.08838
16 C 2.02323 1.39158 -2.19768
17 C 1.31460 2.47622 -2.69985
18 C 0.21077 2.65159 -1.88843
19 C -0.92855 3.59438 -2.17578
20 C -1.15777 4.70874 -1.15612
21 C -2.21469 2.81464 -2.45244
22 C 3.21427 0.79338 -2.89634
23 C 2.78741 0.29349 -4.28236
24 C 3.92854 -0.30115 -2.13456
25 N -1.38014 0.01148 -0.11626
26 N -0.55775 -0.93997 -0.66129
27 C -1.30807 -1.87603 -1.25081
28 C -2.63820 -1.53133 -1.09271
29 C -2.66028 -0.34886 -0.35508
30 C -3.94005 0.27591 0.15007
31 C -4.89879 0.59415 -1.00333
32 C -3.82123 1.45089 1.11088
33 C -0.69016 -3.03440 -1.98408
34 C 0.49218 -2.56228 -2.82710
35 C -1.72222 -3.76323 -2.83992
36 H 1.42296 -2.15268 5.76356
37 H 0.10598 -2.14927 4.59332
38 H 0.46179 -0.69369 5.52415
39 H 2.67687 -0.51712 4.43196
40 H 1.90664 -3.09025 3.02396
41 H 3.15417 -2.80582 4.20223
42 H 3.34985 -2.12856 2.60487
43 H 1.21300 1.49184 4.58019
44 H 0.38894 3.64482 3.75190
45 H 0.47533 3.91770 0.71714
46 H 1.81234 4.09981 1.85350
47 H 0.49368 5.27254 1.84545
48 H -2.03587 3.46078 1.91258
49 H -1.64598 4.77315 3.01552
50 H -2.00049 3.16921 3.65292
51 H -1.45387 2.24240 0.39038
52 H 1.56014 3.05063 -3.57712
53 H -0.62983 4.07547 -3.10997
54 H -1.51575 4.32343 -0.20159
55 H -1.91760 5.38827 -1.54207
56 H -0.25154 5.28772 -0.97986
57 H -2.58641 2.35184 -1.53942
58 H -2.06001 2.03279 -3.19803
59 H -2.98611 3.49031 -2.82225
60 H 3.92371 1.61257 -3.04481
61 H 2.02512 -0.48251 -4.19767
62 H 3.64455 -0.12579 -4.80909
63 H 2.38052 1.09938 -4.89022
64 H 3.25790 -1.14766 -1.93473
65 H 4.35709 0.06114 -1.20217
66 H 4.74999 -0.70453 -2.72732
67 H -3.49708 -2.07415 -1.44694
68 H -4.39615 -0.54628 0.71331
69 H -4.49685 1.36887 -1.65456
70 H -5.84464 0.95295 -0.59850
71 H -5.10961 -0.28459 -1.61137
72 H -3.59116 2.37911 0.58794
73 H -3.06632 1.28491 1.88072
74 H -4.77969 1.59175 1.60984
75 H -0.31090 -3.75085 -1.24529
76 H 0.16430 -1.85053 -3.58625
77 H 0.97986 -3.40155 -3.32317
78 H 1.26063 -2.05603 -2.22180
79 H -2.15579 -3.09050 -3.58137
80 H -2.52897 -4.17282 -2.23231
81 H -1.25231 -4.59033 -3.37105
82 O 4.07415 -0.30545 1.36173
83 C 3.13198 -0.53935 0.79656
84 Cl -1.28966 -2.42098 1.57560
85 C -0.02752 -3.42100 1.07868
86 C 1.24340 -2.82004 0.65141
87 C 2.27970 -3.74775 0.40699
88 Cl 3.87800 -3.21046 0.06849
89 C 2.06398 -5.11418 0.40202
90 Cl 3.29908 -6.19386 0.02019
91 C 0.76269 -5.64960 0.71205
92 Cl 0.51533 -7.30170 0.64800
93 C -0.27323 -4.78823 1.07102
94 Cl -1.80179 -5.42198 1.47480

Gap between HOMO and LUMO (spin up / spin down) in eV: 6.98 / 4.68
2S+1: 2
Relative energy (zero: lowest compared OMol25 entry of this formula, charge and spin) in kcal per mole: 0.0
LUMO level (spin up / spin down) in eV: -7.32 / -9.62
Net charge: +2

=====

The following is a quantum chemistry calculation of a 5-piece molecular cluster, C34H46Br2F6N3O13S5 overall, from OMol25.

CARTESIAN COORDINATES (ANGSTROEM)
1 C -3.16410 4.45526 4.38957
2 C -1.90093 4.39236 3.42006
3 O -0.75306 4.37899 3.94177
4 O -1.94551 4.30002 1.98300
5 C -1.77646 2.92687 1.56562
6 O -1.14999 2.60131 0.54279
7 C -2.51412 1.82235 2.50051
8 C -2.69927 0.43217 1.74916
9 C -1.50067 -0.56758 1.44129
10 C -0.02436 -0.13543 1.90244
11 C 1.08874 -0.30430 0.84034
12 C 2.55804 0.08176 1.29540
13 C 2.71563 0.59778 2.78643
14 C 1.41222 0.68923 3.64038
15 N 0.08880 0.32600 3.25415
16 N -1.62957 -1.80164 0.77487
17 N -2.85888 -2.16544 0.41128
18 C -4.11189 -1.49171 0.54545
19 C -5.46357 -2.15131 0.02724
20 C -6.31312 -2.72518 1.28342
21 C -7.65241 -3.50118 0.80330
22 F -7.99210 -3.20516 -0.55925
23 Br -7.41994 -5.49795 0.92466
24 C -8.82240 -3.11114 1.84486
25 F -10.04891 -3.77433 1.59453
26 F -9.03978 -1.69476 1.68283
27 Br -8.29359 -3.52380 3.73756
28 C -4.09902 -0.07974 1.24080
29 S -5.57942 0.98306 1.49063
30 O -5.79283 1.18580 2.98301
31 O -6.86343 0.43705 0.94522
32 C -5.38264 2.70526 0.71800
33 F -6.51412 3.02334 -0.08890
34 F -4.26406 2.74650 -0.17672
35 F -5.27197 3.72067 1.69237
36 H -4.16225 4.63328 3.85767
37 H -2.98490 5.21909 5.22602
38 H -3.26553 3.42494 4.90625
39 H -1.97500 1.68621 3.51325
40 H -3.52976 2.30574 2.77382
41 H 0.87717 -0.68404 -0.21136
42 H 3.44592 -0.04293 0.57277
43 H 3.76295 0.87744 3.12269
44 H 1.53738 1.09794 4.71047
45 H -2.92599 -3.08782 -0.07088
46 H -5.15477 -2.99190 -0.70596
47 H -6.08589 -1.41852 -0.60427
48 H -5.65243 -3.49163 1.83301
49 H -6.53069 -1.88536 2.03580
50 C -9.03377 2.34992 -2.72599
51 C -8.22006 3.44130 -3.42422
52 C -7.72679 2.86661 -4.75344
53 S -8.92538 1.62937 -5.23894
54 O -8.28512 0.33400 -5.21346
55 O -9.66012 2.10328 -6.38853
56 C -9.95895 1.77799 -3.79197
57 H -9.59575 2.74393 -1.87667
58 H -8.36180 1.56892 -2.35461
59 H -8.86071 4.30870 -3.61287
60 H -7.38438 3.77954 -2.80712
61 H -7.66576 3.63368 -5.52602
62 H -6.75938 2.37388 -4.64178
63 H -10.37001 0.80429 -3.52684
64 H -10.76560 2.47533 -4.02842
65 C 0.82181 -5.01718 1.25621
66 C 0.35228 -5.40107 2.65936
67 C 1.44805 -4.98153 3.63899
68 S 2.28704 -3.59449 2.88045
69 O 3.64298 -3.98727 2.57928
70 O 1.97977 -2.39204 3.60132
71 C 1.35323 -3.59346 1.37418
72 H 0.01284 -5.08550 0.52525
73 H 1.62380 -5.69054 0.93724
74 H -0.57423 -4.86522 2.89260
75 H 0.14063 -6.46980 2.73720
76 H 1.03234 -4.67312 4.59874
77 H 2.17932 -5.77745 3.78948
78 H 1.99282 -3.30288 0.54095
79 H 0.53856 -2.87696 1.49207
80 C 7.70610 2.37002 -1.83047
81 C 6.67278 2.16274 -2.93839
82 C 5.77557 0.99814 -2.51652
83 S 5.78056 0.98556 -0.72757
84 O 6.42176 -0.22834 -0.27658
85 O 4.47599 1.39499 -0.24222
86 C 6.92304 2.33949 -0.52384
87 H 8.24713 3.31070 -1.95153
88 H 8.43671 1.55364 -1.85056
89 H 6.07020 3.07049 -3.04968
90 H 7.14786 1.96500 -3.90171
91 H 4.75327 1.12715 -2.87425
92 H 6.17256 0.04186 -2.86187
93 H 7.55107 2.16757 0.35012
94 H 6.33828 3.25332 -0.39329
95 C 13.13435 0.16748 -2.53313
96 C 12.75592 -1.03707 -1.66897
97 C 11.22824 -1.09532 -1.60678
98 S 10.63736 -0.34699 -3.12091
99 O 9.93038 0.87180 -2.78774
100 O 10.05655 -1.36782 -3.96256
101 C 12.24280 0.08840 -3.76546
102 H 14.19230 0.15690 -2.80245
103 H 12.93391 1.09339 -1.98420
104 H 13.14095 -1.95191 -2.13078
105 H 13.18847 -0.96843 -0.66848
106 H 10.86639 -2.12214 -1.54628
107 H 10.83947 -0.51423 -0.76864
108 H 12.18154 1.02878 -4.31275
109 H 12.56333 -0.71499 -4.43230

Gap between HOMO and LUMO in eV: 5.92
LUMO level in eV: -5.61
Net charge: +1

=====

Max |F| / eV Å⁻¹: 7.028, 0.928, 7.692